DFT (the ωB97M-V functional and the def2-TZVPD basis) results for the ion C6H18N2Si with charge +2 in a non-equilibrium geometry.

```
27
Properties=species:S:1:pos:R:3:forces:R:3:mulliken_charge:R:1
Si 0.886 2.310 0.636 0.0 -1.1 0.8 0.3529
N 1.608 0.035 -1.101 0.6 -0.6 -0.7 -0.0481
N -1.241 -0.205 1.320 -1.5 0.5 1.9 0.0053
C 0.773 0.427 0.011 -2.7 0.9 0.8 0.1183
C 2.072 -1.388 -1.035 2.2 -0.2 1.3 -0.8660
C -2.408 0.560 0.765 0.7 -0.5 -0.9 -0.7856
C -0.253 -0.394 0.302 1.9 -2.1 0.1 -0.7440
C -1.716 -1.531 1.844 -1.9 0.7 -0.1 -1.1457
C 0.911 0.248 -2.439 2.3 -2.0 -2.0 -0.8377
H 2.918 -1.346 -1.779 -1.2 -1.1 0.5 0.4480
H -1.006 0.362 2.178 0.8 -0.7 -1.2 0.4878
H 2.537 -1.682 0.010 -1.1 0.9 -2.0 0.3060
H 2.393 2.292 0.620 -0.7 0.7 0.1 -0.0393
H -0.075 -0.208 -2.522 0.1 0.3 0.5 0.3255
H -2.625 1.274 1.480 -1.0 1.6 1.2 0.3832
H -0.872 -2.144 1.961 0.8 -1.1 0.2 0.4930
H 1.038 1.252 -2.662 -0.9 2.2 -0.2 0.4584
H -0.416 -1.489 0.034 0.7 1.7 -0.7 0.2945
H -3.256 -0.038 0.491 -0.2 -0.5 0.1 0.3234
H -2.546 -1.906 1.202 1.1 0.0 0.1 0.3916
H 1.579 -0.176 -3.316 -1.2 0.2 2.0 0.3843
H 0.159 2.387 2.008 0.8 -0.2 -1.0 -0.0320
H 1.177 -1.958 -1.240 0.5 -0.7 -0.5 0.4199
H -2.206 -1.326 2.780 0.1 -0.1 0.6 0.4259
H 0.045 3.082 -0.304 0.5 0.0 -0.1 0.0165
H 2.492 0.573 -1.153 -0.7 0.2 0.4 0.4906
H -1.967 0.990 -0.093 -0.3 1.0 -1.1 0.3731
```
Positions in Å, forces in eV/Å.

Summary:
Energy relative to the best compared isomer or geometry (same formula, charge and spin)   100.4 kJ/mol
E   -17351.8460 eV
Largest force on an atom   0.072 Eh/bohr
Total charge   +2